# 1
C5H9HgO3 as an isolated structure at a distorted geometry. Source: OMol25; level of theory: the ωB97M-V functional and the def2-TZVPD basis.

Calculated values
total energy	-573.61731	Eh
charge	+3

```
18
Properties=species:S:1:pos:R:3:forces:R:3
H -0.3358 0.0301 1.9725 -0.54 0.95 0.03
O -0.4227 0.7063 0.0575 1.97 -1.29 -2.35
O -0.1849 -1.4875 -0.2685 0.64 1.43 0.91
O 1.4480 -0.0353 -0.8732 -1.02 -4.09 -0.20
C -0.6344 0.9986 1.4922 0.24 -0.35 2.55
C 0.0661 -2.3684 -1.1561 0.37 -1.64 -0.75
C -2.0351 1.4684 1.7561 -0.33 -0.24 0.44
C -0.4510 -3.6970 -1.0030 -0.34 0.70 -0.08
C 0.3729 -0.1961 -0.3282 -4.86 1.17 0.81
H 0.1268 1.7562 1.6926 -0.12 -0.09 0.09
H 0.6916 -2.0692 -2.0079 -0.15 -0.17 0.11
H -2.4634 0.8041 2.5187 -0.12 0.29 -0.26
H -2.0381 2.4915 2.1515 -0.02 -0.27 -0.24
H -2.6609 1.4153 0.8569 0.13 0.06 0.23
H -0.9540 -3.9378 -1.9603 0.04 -0.21 0.01
H 0.4181 -4.3810 -0.9929 0.05 -0.12 -0.08
H -1.1075 -3.8185 -0.1394 0.14 -0.09 -0.08
Hg 2.7576 1.2006 -1.2639 3.93 3.96 -1.15
```
Positions in Å, forces in eV/Å.


# 2
A 5-piece molecular cluster, C30H34BF3IN7O overall at a distorted geometry. Source: OMol25; level of theory: the ωB97M-V functional and the def2-TZVPD basis.

Calculated values
total energy	-2244.27449	Eh

```
77
Properties=species:S:1:pos:R:3:forces:R:3
C 2.5780 1.6012 1.4993 0.63 0.03 -0.14
C 3.0579 1.3459 0.0682 -0.20 0.09 0.65
C 1.9562 1.0217 -0.9578 0.43 -0.29 0.04
C 1.3529 -0.2219 -0.4817 -1.30 -1.97 0.93
N 0.8667 -1.1852 -0.0483 1.03 1.65 -0.72
C 2.6297 0.6407 -2.2891 0.40 -0.28 0.24
F 1.8442 -0.1375 -3.0306 -0.06 0.09 -0.24
F 3.7544 -0.0667 -2.0540 0.00 -0.07 -0.09
F 2.9897 1.7136 -2.9837 0.04 0.06 -0.21
C 0.8757 2.1139 -1.1429 -0.97 0.96 -0.05
C 0.2572 2.0319 -2.4589 -1.16 -0.45 -2.61
N -0.2409 1.9670 -3.5129 0.93 0.26 2.12
C -0.2929 2.0131 -0.1210 -0.41 -0.16 -0.30
C -1.4570 1.0727 -0.4905 -0.19 0.32 0.53
C -2.6913 1.7878 -1.0556 0.22 -0.81 -0.33
I -3.5066 0.7012 -2.7338 0.01 0.32 0.17
B 1.4897 3.6254 -1.1039 0.32 0.49 -0.10
N 1.5562 4.4437 0.0816 -0.33 -0.62 -0.46
O 1.9459 4.1362 -2.2954 0.41 -1.09 0.29
H 2.3593 2.6335 1.7151 -0.40 0.25 0.02
H 3.3989 1.3275 2.1477 0.22 -0.04 0.30
H 1.7568 0.9577 1.7744 -0.30 -0.14 0.06
H 3.6983 2.1397 -0.2939 0.02 0.43 -0.17
H 3.7011 0.4867 0.1479 0.18 -0.41 -0.31
H 0.0488 1.7497 0.8669 0.42 0.02 0.19
H -0.7157 3.0073 -0.0379 -0.13 0.32 0.14
H -1.1551 0.2430 -1.1048 0.25 -0.13 -0.40
H -1.7795 0.6185 0.4376 -0.06 -0.29 0.25
H -3.4877 1.7482 -0.3376 -0.36 0.21 0.25
H -2.5014 2.8114 -1.3330 0.01 0.21 -0.40
H 2.4551 4.4936 0.5312 0.07 0.49 0.20
H 0.8271 4.2791 0.7562 0.31 -0.18 0.53
H 2.8154 4.5201 -2.1783 0.05 0.83 -0.20
N 1.6531 5.0110 3.2890 -0.01 0.05 0.01
C 2.1154 6.2558 3.1747 0.02 -0.07 -0.10
C 1.9956 7.2148 4.1673 -0.01 -0.01 0.02
C 1.3563 6.8652 5.3450 -0.01 0.04 0.04
C 0.8668 5.5769 5.4815 0.01 0.02 -0.01
C 1.0416 4.6927 4.4293 0.01 -0.13 -0.07
H 2.6036 6.4906 2.2352 0.00 0.07 0.01
H 2.3920 8.2094 4.0191 0.01 0.00 -0.02
H 1.2409 7.5857 6.1440 0.00 0.00 0.00
H 0.3607 5.2626 6.3833 -0.01 -0.03 0.00
H 0.6767 3.6736 4.4962 -0.02 0.00 0.05
N 4.1955 -2.7689 -7.4425 -0.01 0.05 0.06
C 3.3980 -2.9872 -6.3991 0.01 -0.08 -0.06
C 3.1781 -2.0623 -5.3899 0.02 0.00 0.00
C 3.8253 -0.8410 -5.4671 0.07 -0.09 -0.15
C 4.6601 -0.5959 -6.5446 -0.01 -0.04 0.00
C 4.8085 -1.5890 -7.5009 0.03 -0.04 -0.09
H 2.9129 -3.9569 -6.3773 -0.03 0.01 0.05
H 2.5171 -2.2940 -4.5664 -0.02 -0.01 0.00
H 3.6853 -0.0945 -4.7074 -0.02 0.14 0.09
H 5.1847 0.3444 -6.6437 0.01 0.00 -0.02
H 5.4497 -1.4378 -8.3624 0.02 0.05 0.01
N -2.5250 -3.8664 0.5291 0.05 -0.09 -0.02
C -1.3857 -3.4981 -0.0576 -0.23 -0.01 0.07
C -0.5316 -4.3833 -0.6972 0.00 -0.04 -0.01
C -0.8751 -5.7243 -0.7283 0.04 -0.03 -0.03
C -2.0548 -6.1254 -0.1221 0.02 0.01 -0.01
C -2.8389 -5.1594 0.4877 -0.10 0.06 0.07
H -1.1532 -2.4466 -0.0086 0.08 0.07 -0.03
H 0.3792 -4.0257 -1.1569 0.01 0.04 0.02
H -0.2338 -6.4466 -1.2172 0.00 0.00 0.00
H -2.3609 -7.1626 -0.1222 -0.02 0.00 0.00
H -3.7735 -5.4268 0.9706 0.00 -0.08 -0.03
N -7.5853 -3.8181 4.7477 0.05 -0.05 -0.03
C -6.4464 -3.4688 4.1537 -0.05 0.08 0.04
C -5.6001 -4.3661 3.5202 0.06 -0.01 -0.02
C -5.9564 -5.7042 3.5058 0.03 -0.03 -0.02
C -7.1375 -6.0872 4.1198 0.02 0.01 -0.01
C -7.9122 -5.1081 4.7224 -0.08 0.05 0.05
H -6.2050 -2.4124 4.1907 0.05 0.00 -0.04
H -4.6868 -4.0235 3.0511 -0.01 0.03 -0.01
H -5.3233 -6.4381 3.0233 0.00 -0.01 0.00
H -7.4529 -7.1213 4.1322 -0.02 0.00 0.01
H -8.8455 -5.3634 5.2120 0.00 -0.06 -0.01
```
Positions in Å, forces in eV/Å.


# 3
A 2-piece molecular cluster, C14H16 overall. Source: OMol25; level of theory: the ωB97M-V functional and the def2-TZVPD basis.

Calculated values
energy relative to the best compared isomer or geometry (same formula, charge and spin)	8.4	kcal/mol

```
30
Properties=species:S:1:pos:R:3:forces:R:3
C 0.2145 2.9213 3.2617 0.07 0.41 0.39
C -2.5266 -0.2485 2.3440 -0.37 0.26 -0.44
C -1.4621 -0.4774 3.2063 -0.71 -0.25 0.11
C -2.7433 1.0197 1.8374 0.15 0.80 0.32
C -0.5820 0.5427 3.5131 -0.12 -0.05 -0.01
C -1.8818 2.0597 2.1850 0.49 -0.46 -0.46
C -0.7563 1.8123 2.9599 0.12 0.15 0.30
H -3.2285 -1.0127 2.0363 0.13 -0.26 0.32
H -1.4477 -1.4328 3.7181 0.47 -0.03 -0.12
H -3.6123 1.2713 1.2429 0.01 -0.30 -0.15
H 0.2103 0.3445 4.2225 0.16 0.13 -0.04
H -1.9897 3.0485 1.7610 -0.28 0.08 0.05
H -0.2632 3.9061 3.2302 -0.03 -0.17 -0.16
H 1.0783 2.9592 2.5951 -0.12 -0.17 -0.16
H 0.6168 2.8310 4.2706 0.03 -0.15 0.06
C 1.9753 0.6512 -3.5474 -0.25 0.04 0.15
C 0.4287 -3.0834 -2.1419 0.08 -0.55 0.77
C 0.9661 -2.1819 -1.2270 0.13 0.17 -0.71
C 0.5230 -2.8631 -3.4985 0.11 0.75 -0.31
C 1.5725 -1.0425 -1.7253 -0.14 0.79 0.05
C 1.0564 -1.6596 -3.9630 0.40 -0.67 -0.01
C 1.5768 -0.7240 -3.0812 -0.42 -0.08 0.27
H -0.0093 -3.9948 -1.7578 -0.15 -0.06 -0.10
H 0.8954 -2.3287 -0.1613 0.02 -0.18 0.09
H 0.1513 -3.5677 -4.2264 -0.07 -0.20 0.08
H 1.9799 -0.2780 -1.0757 -0.01 -0.15 0.33
H 1.1618 -1.5268 -5.0293 -0.24 0.28 -0.17
H 2.9364 0.6324 -4.0698 -0.26 0.26 -0.12
H 2.0035 1.3720 -2.7282 0.41 -0.26 0.20
H 1.1558 1.0498 -4.1512 0.38 -0.13 -0.51
```
Positions in Å, forces in eV/Å.


# 4
C21H21NO5PReS3 as an isolated structure at a distorted geometry. Source: OMol25; level of theory: the ωB97M-V functional and the def2-TZVPD basis.

Calculated values
2S+1	4
<S²>	3.78
energy relative to the best compared isomer or geometry (same formula, charge and spin)	22.9	kcal/mol
charge	+1

```
53
Properties=species:S:1:pos:R:3:forces:R:3
Re 0.7531 0.5715 2.2809 1.58 -3.74 2.18
C -2.4249 5.7436 -3.1782 -0.03 0.06 -0.08
C -1.8698 4.9800 -2.0231 0.08 -0.08 0.12
C -0.6521 4.3090 -2.1131 0.00 -0.07 0.15
C -0.1392 3.6268 -1.0233 0.23 -0.10 -0.07
C -0.8428 3.6376 0.1678 0.44 -0.27 0.40
C -2.0644 4.2802 0.2813 -0.19 0.09 0.28
C -2.5726 4.9433 -0.8183 0.11 -0.13 0.08
S -0.2379 2.6806 1.5192 -2.75 2.35 -1.97
O 1.1940 2.3520 1.2745 0.69 -0.38 -0.18
O -0.5465 3.2310 2.7992 -0.04 0.26 0.12
N -0.8875 1.1610 1.3745 1.72 0.62 -0.46
C -2.1080 0.8762 2.0562 -1.05 -0.66 1.44
C -1.8032 0.1276 3.4174 -3.29 1.29 -0.85
O -2.6878 -0.0327 4.2101 0.59 -0.16 -0.12
O -0.5836 -0.2683 3.5313 3.06 -0.31 -0.24
H -1.8278 5.6007 -4.0742 -0.01 0.02 -0.06
H -2.4487 6.8075 -2.9420 0.02 0.05 -0.03
H -3.4501 5.4387 -3.3801 -0.05 -0.02 -0.06
H -0.1023 4.3173 -3.0420 0.06 0.01 -0.07
H 0.7989 3.0961 -1.0705 0.15 0.00 -0.20
H -2.5896 4.2598 1.2227 -0.17 0.11 0.10
H -3.5274 5.4416 -0.7542 -0.10 0.07 0.09
H -2.7433 0.2133 1.4598 0.13 0.21 -0.02
H -2.6581 1.7916 2.2959 -0.05 -0.23 -0.04
O 2.3617 0.9753 3.8573 -0.71 0.01 -0.39
H 3.2872 0.7223 3.7407 0.06 -0.16 -0.10
H 2.0607 0.6235 4.7061 0.14 0.00 0.19
S 4.3370 -2.5499 0.1021 -1.14 0.09 0.28
P 2.3766 -2.5072 0.3072 1.56 -0.55 -0.86
S 1.8740 -1.5256 2.1651 -0.75 1.12 -0.15
C 1.6259 -4.1440 0.5867 -0.02 0.61 0.09
C 2.4141 -5.2707 0.7806 0.06 0.14 -0.08
C 1.8032 -6.4973 0.9808 -0.05 -0.05 0.01
C 0.4203 -6.5923 1.0019 0.07 0.04 0.02
C -0.3609 -5.4587 0.8231 -0.14 0.04 0.01
C 0.2376 -4.2292 0.6250 0.12 -0.14 -0.04
C 1.5524 -1.7900 -1.1625 0.04 -0.05 0.82
C 0.7796 -0.6437 -1.1230 0.06 -0.17 0.03
C 0.1701 -0.1900 -2.2795 -0.08 0.17 0.00
C 0.3439 -0.8726 -3.4724 -0.01 0.07 0.07
C 1.1518 -1.9980 -3.5151 0.04 -0.05 -0.01
C 1.7614 -2.4601 -2.3643 -0.02 -0.06 0.13
H 3.4911 -5.1867 0.7701 0.07 0.05 -0.04
H 2.4127 -7.3776 1.1168 0.03 -0.08 0.04
H -0.0527 -7.5478 1.1731 -0.03 -0.07 -0.03
H -1.4374 -5.5334 0.8388 -0.09 -0.03 0.03
H -0.3584 -3.3361 0.5035 -0.15 0.06 -0.06
H 0.6517 -0.1129 -0.1862 -0.09 -0.04 -0.21
H -0.4437 0.6966 -2.2419 -0.11 0.13 -0.04
H -0.1461 -0.5267 -4.3689 -0.03 0.06 -0.09
H 1.3094 -2.5203 -4.4453 0.00 -0.05 -0.11
H 2.3981 -3.3327 -2.3915 0.03 -0.09 -0.02
```
Positions in Å, forces in eV/Å.


# 5
A 4-piece molecular cluster, C4H10N4 overall at a distorted geometry. Source: OMol25; level of theory: the ωB97M-V functional and the def2-TZVPD basis.

Calculated values
energy relative to the best compared isomer or geometry (same formula, charge and spin)	264.2	kcal/mol

```
18
Properties=species:S:1:pos:R:3:forces:R:3
C -2.5308 -1.3605 0.1390 -0.72 -2.00 -1.63
C -1.0708 0.2571 -0.3878 2.97 2.03 1.67
C -0.7776 1.7996 -0.1089 -4.80 0.05 2.07
C 1.1266 -0.1222 -0.1327 -0.77 0.17 1.32
H -1.7659 -2.1103 -0.8979 -2.64 1.55 3.67
H -1.8112 -1.6960 1.8209 -1.49 0.71 -3.64
H -4.0902 -1.7442 0.2340 4.77 1.15 -0.29
H -1.9591 2.0028 0.0378 2.56 0.37 -0.85
H -0.4369 2.4738 -0.8766 0.73 0.01 -0.02
H -0.5853 2.1054 1.0196 0.63 -0.97 -2.34
H 1.1163 1.0041 0.4530 0.76 -3.16 -2.06
H 2.4065 -1.7932 -0.6306 -0.77 1.23 0.55
H 3.0692 0.5952 0.9779 1.90 -2.26 -3.71
H 3.9191 0.2148 -0.8400 -1.53 -0.09 3.91
N -2.3103 0.0441 -0.3011 -1.48 -3.85 1.84
N -0.0031 -0.6952 -0.3630 -1.44 1.92 -0.66
N 2.2657 -0.8237 -0.2882 0.65 1.28 0.65
N 3.4374 -0.1515 0.1447 0.68 1.85 -0.48
```
Positions in Å, forces in eV/Å.